No. 1
107
Properties=species:S:1:pos:R:3:mulliken_charge:R:1 method="wB97M-V/def2-TZVPD" max_force_ev_per_a=3.2 spin_multiplicity=1 total_energy_ha=-2069.251693 lumo_ev=-2.4 orbital_gap_ha=0.10349
C 7.1148 -1.2075 -0.0888 -1.04
C 6.0289 -2.1515 -0.6424 -0.45
C 4.7138 -2.1307 0.1541 -0.60
C 3.9888 -3.5117 0.1634 -0.77
C 2.4812 -3.3639 -0.0267 -0.33
C 1.6939 -4.6788 0.1573 -0.97
C 0.2774 -4.4344 0.7038 -1.05
C -0.6569 -3.6934 -0.2870 -0.31
C -1.2616 -2.4023 0.2989 -1.03
C -2.4884 -1.9971 -0.5713 0.38
C -3.4393 -1.0236 0.1493 -1.32
P -5.2861 -1.1186 -0.3459 0.07
C -5.3931 -2.8901 0.3966 -0.99
C -5.6842 -3.9999 -0.6133 -0.29
O -6.4582 -5.0860 0.0119 -0.48
C -5.7819 -5.6443 1.0522 0.57
O -4.7946 -6.2395 0.8378 -0.56
C -6.3186 -5.4468 2.4472 -0.17
C -5.6653 -6.3572 3.4947 -1.10
O -5.4234 0.5729 -0.8551 -0.47
C -6.0328 0.4836 -2.1164 -0.83
C -5.1416 -0.5274 -2.8837 0.44
C -3.9531 0.0054 -3.6849 -1.32
C -2.9174 0.8431 -2.9063 0.10
C -3.3318 2.3021 -2.5841 -1.20
C -3.1019 2.7010 -1.1208 -0.68
C -1.6419 3.1198 -0.7930 -0.11
C -1.6432 4.2232 0.2898 -0.71
C -0.6303 3.9993 1.4164 -1.02
C 0.8236 3.9028 0.9340 -0.35
O 1.0091 4.7228 -0.2113 -0.29
C 2.2035 4.3994 -0.8607 -0.57
O -4.9002 -1.5821 -1.9708 -0.42
H 8.0394 -1.3961 -0.6406 0.37
H 7.2606 -1.4040 0.9769 0.40
H 6.8464 -0.1547 -0.2255 0.01
H 6.4453 -3.1646 -0.6342 0.39
H 5.8603 -1.8786 -1.6903 0.25
H 4.0313 -1.3640 -0.2308 0.36
H 4.9661 -1.8287 1.1789 0.37
H 4.2397 -3.9721 1.1237 0.31
H 4.4400 -4.0897 -0.6499 0.34
H 2.2954 -2.9894 -1.0389 0.31
H 2.1057 -2.6632 0.7277 0.28
H 1.6855 -5.3043 -0.7415 0.32
H 2.2321 -5.2750 0.9113 0.45
H 0.3607 -3.8463 1.6268 0.40
H -0.1155 -5.4133 0.9972 0.43
H -1.4455 -4.3981 -0.5637 0.48
H -0.1236 -3.4608 -1.2183 0.25
H -0.5243 -1.5953 0.3357 0.06
H -1.6704 -2.6669 1.2815 0.52
H -2.1265 -1.5132 -1.4875 0.46
H -2.9606 -2.9287 -0.8900 -0.23
H -3.1138 0.0155 -0.0058 -0.19
H -3.3287 -1.1901 1.2295 0.72
H -5.6049 -0.6181 0.9885 -0.03
H -6.7264 -1.2536 -0.5041 0.02
H -6.2340 -2.8555 1.0982 0.65
H -4.5166 -3.1318 1.0157 0.49
H -4.7456 -4.4204 -0.9897 0.23
H -6.2554 -3.6536 -1.4724 0.16
H -7.3957 -5.6501 2.4267 0.41
H -6.2221 -4.4045 2.7526 0.16
H -4.8137 -6.9172 3.1023 0.33
H -6.3641 -7.1054 3.8808 0.27
H -5.2873 -5.8070 4.3601 0.30
H -7.0763 0.1335 -2.0834 0.36
H -6.1446 1.4420 -2.6449 0.42
H -5.7996 -0.9623 -3.6657 0.16
H -3.4252 -0.8606 -4.1068 0.42
H -4.2678 0.6113 -4.5436 0.40
H -2.5520 0.3329 -2.0152 -0.34
H -2.0347 0.9235 -3.5613 0.41
H -2.7089 2.9717 -3.1962 0.68
H -4.3640 2.5386 -2.8441 0.29
H -3.7352 3.5762 -0.9241 0.56
H -3.4122 1.9387 -0.4060 0.27
H -1.0556 2.2548 -0.4601 0.15
H -1.1970 3.5022 -1.7182 0.23
H -2.6229 4.3534 0.7571 0.52
H -1.4141 5.1758 -0.1972 0.21
H -0.6745 4.8889 2.0627 0.37
H -0.8619 3.1514 2.0674 0.34
H 1.5183 4.2656 1.7133 0.28
H 1.0883 2.8539 0.7299 0.42
H 3.0453 4.2480 -0.1625 0.04
H 2.1289 3.4908 -1.4773 0.32
H 2.4838 5.2327 -1.5142 0.32
C 8.3808 5.0590 1.7192 -1.45
C 7.0535 5.7790 1.9138 0.15
C 5.8222 4.8744 1.8761 -0.72
O 5.5411 4.4601 0.5560 -0.33
C 6.1880 3.2491 0.1437 -0.89
N 6.8750 6.7687 0.7940 -0.28
H 8.5412 4.7485 0.6866 0.40
H 9.2142 5.7130 1.9853 0.42
H 8.4364 4.1793 2.3574 0.36
H 7.0780 6.3401 2.8484 0.39
H 4.9568 5.4649 2.1948 0.37
H 5.9051 4.0352 2.5687 0.47
H 6.3928 2.5863 0.9851 0.41
H 7.1174 3.4812 -0.3793 0.30
H 5.5330 2.7399 -0.5606 0.33
H 7.7125 7.3191 0.6003 0.35
H 6.0968 7.4074 0.9769 0.36
H 6.6140 6.2418 -0.0519 0.36

No. 2
128
Properties=species:S:1:pos:R:3:mulliken_charge:R:1 method="wB97M-V/def2-TZVPD" relative_energy_kcal_mol=85.5 max_force_ev_per_a=4.8 spin_multiplicity=1 total_energy_ha=-3776.796995 lumo_ev=1.7 charge=-1 orbital_gap_ha=0.23859
C 7.9330 -2.5837 1.9892 -1.08
C 6.6716 -1.6802 2.4177 0.22
C 5.4230 -2.2180 1.5307 0.35
O 5.0911 -3.4147 1.7363 -0.55
O 4.7304 -1.3670 0.5955 -0.43
C 3.5429 -0.9182 1.3511 0.07
C 2.2226 -0.7798 0.4573 -0.41
B 1.2656 -2.1130 0.4136 -1.23
P 1.6590 -2.9238 -1.2932 1.48
O 1.6934 -1.9536 -2.4930 -0.88
O 3.2200 -3.6731 -1.2458 -0.75
O 0.5787 -4.1995 -1.7381 -0.61
O 1.6738 -3.1891 1.3575 -0.32
C 0.5906 -3.6114 2.2551 1.13
C 1.3825 -3.7382 3.6544 -0.38
C 1.0579 -5.0495 4.5070 0.26
O 1.8706 -5.9680 4.6609 -0.55
F -0.2264 -5.1273 5.1535 -0.28
B 0.3644 -5.1574 1.7790 0.09
N -0.8161 -6.0162 2.0749 -0.25
O 1.4481 -5.7844 1.0225 -0.63
C -0.5876 -2.5177 2.0722 0.72
C -0.8489 -1.4259 3.2230 -0.36
Cl -1.3686 -2.1972 4.8421 -0.20
C 0.4183 -0.4252 3.4499 0.33
C 0.1031 1.0818 2.9821 -1.63
P -2.3242 -3.1517 1.5134 -0.35
C -2.2355 -3.8097 -0.2689 -0.45
O -3.4484 -1.8556 1.4361 -0.37
O -0.1386 -1.9008 0.8146 -0.12
H 8.6602 -2.7308 2.8689 0.29
H 7.6297 -3.6355 1.6280 0.34
H 8.4550 -2.0616 1.1069 0.26
H 6.8329 -0.5606 2.2993 0.13
H 6.3855 -1.9265 3.5049 0.15
H 3.4259 -1.5476 2.2938 0.07
H 3.8034 0.1520 1.7158 0.21
H 1.5927 0.0613 0.9445 -0.22
H 2.5434 -0.3767 -0.5605 0.54
H 3.6249 -3.5338 -0.3587 0.39
H 0.1523 -3.8808 -2.5734 0.30
H 1.2808 -2.8464 4.3575 0.36
H 2.5040 -3.8052 3.3893 0.13
H -1.3263 -6.2844 1.2183 0.20
H -1.4531 -5.5826 2.7582 0.27
H 1.0008 -6.0744 0.1853 0.26
H -1.7226 -0.7186 2.9596 0.53
H 0.5384 -0.3758 4.6006 0.55
H 1.3978 -0.8497 3.0550 -0.36
H -0.7134 1.4722 3.6976 0.42
H -0.2896 1.0964 1.9105 0.27
H 1.0301 1.7543 3.1104 0.30
H -1.6930 -4.8048 -0.3675 0.19
H -1.8121 -3.0501 -1.0151 0.18
H -3.3264 -3.9968 -0.5982 0.10
H -4.3458 -2.1592 1.7110 0.34
C -1.5068 5.3480 0.1797 -0.91
C -1.1246 3.8777 0.1136 0.39
C -2.0984 3.0912 -0.7501 -1.11
O -1.1111 3.3296 1.4304 -0.46
H -2.5002 5.4742 0.6236 0.35
H -0.8056 5.8990 0.8128 0.31
H -1.5093 5.8002 -0.8153 0.07
H -0.1130 3.7789 -0.2898 0.27
H -3.1119 3.1388 -0.3381 0.33
H -1.8184 2.0347 -0.7799 0.25
H -2.1192 3.4766 -1.7731 0.28
H -2.0016 3.4115 1.7968 0.32
C -4.4742 -8.7950 0.6847 -1.21
C -3.1634 -9.5006 0.3729 0.32
C -3.0822 -10.8505 1.0690 -1.28
O -2.0744 -8.6845 0.7933 -0.47
H -4.5698 -8.6059 1.7588 0.33
H -4.5138 -7.8219 0.1875 0.25
H -5.3312 -9.3903 0.3577 0.41
H -3.0682 -9.6382 -0.7078 0.28
H -3.1298 -10.7324 2.1563 0.33
H -2.1310 -11.3408 0.8454 0.32
H -3.8973 -11.5075 0.7534 0.38
H -2.1483 -8.5556 1.7492 0.32
C -2.1669 7.9472 -4.7820 -0.94
C -1.1126 7.8728 -3.6889 0.28
C 0.2796 7.6940 -4.2745 -1.30
O -1.4049 6.7799 -2.8205 -0.49
H -2.1853 7.0246 -5.3712 0.36
H -3.1631 8.0639 -4.3473 0.33
H -1.9790 8.7873 -5.4555 0.05
H -1.1434 8.7846 -3.0858 0.27
H 0.3462 6.7625 -4.8456 0.36
H 1.0259 7.6307 -3.4780 0.34
H 0.5408 8.5266 -4.9333 0.35
H -1.3799 5.9677 -3.3445 0.29
C 8.6988 1.0540 5.7214 -1.44
C 7.5935 1.0893 4.6776 0.65
C 6.9102 2.4473 4.6403 -1.33
O 6.6294 0.0816 4.9737 -0.48
H 8.2957 1.2356 6.7231 0.35
H 9.1731 0.0691 5.7450 0.35
H 9.4642 1.8059 5.5119 0.37
H 8.0106 0.8607 3.6930 0.26
H 6.4452 2.6770 5.6045 0.34
H 6.1111 2.4544 3.8941 0.30
H 7.6219 3.2410 4.3983 0.37
H 6.2541 0.2746 5.8431 0.31
C -0.9845 11.7129 -6.7124 -1.17
C -1.6856 10.7804 -7.6878 0.44
C -1.6788 11.3473 -9.0989 -1.42
O -3.0325 10.5786 -7.2650 -0.55
H -1.4897 12.6832 -6.6683 0.36
H -1.0075 11.2981 -5.7008 0.27
H 0.0575 11.8749 -7.0002 0.36
H -1.1925 9.8042 -7.6816 0.32
H -2.2081 12.3050 -9.1372 0.34
H -2.1959 10.6724 -9.7861 0.35
H -0.6579 11.4984 -9.4590 0.37
H -3.4769 11.4366 -7.2671 0.35
C -7.4960 -2.4352 -0.7256 -1.25
C -6.4037 -2.6675 -1.7578 0.47
C -6.9915 -2.9518 -3.1313 -1.38
O -5.5938 -3.7678 -1.3517 -0.47
H -8.1313 -3.3212 -0.6233 0.34
H -7.0596 -2.2434 0.2583 0.25
H -8.1253 -1.5847 -1.0009 0.39
H -5.7551 -1.7889 -1.8104 0.29
H -7.6094 -3.8557 -3.1120 0.34
H -6.1959 -3.1279 -3.8601 0.33
H -7.6057 -2.1168 -3.4786 0.38
H -6.1577 -4.5512 -1.3018 0.30

No. 3
117
Properties=species:S:1:pos:R:3:mulliken_charge:R:1 method="wB97M-V/def2-TZVPD" relative_energy_kcal_mol=0.0 max_force_ev_per_a=1.6 spin_multiplicity=3 s_squared=2.010 total_energy_ha=-5043.662291 lumo_ev="4.4 / 4.4" charge=-2 orbital_gap_ha="0.17018 / 0.18574"
Pd -0.1032 -0.6609 0.2334 1.45
C 1.7314 1.2573 4.4639 -1.21
Ge 0.1822 0.8751 3.2187 0.53
C -0.4413 -0.9509 3.6279 0.56
C -1.1771 2.1041 4.0423 -1.26
C 0.3713 0.9724 1.3312 -1.21
H 1.4377 1.0659 5.4996 0.40
H 2.0264 2.3069 4.3803 0.37
H 2.6014 0.6440 4.2213 0.13
H -0.6182 -1.1648 4.6868 0.59
H 0.2489 -1.6862 3.2090 -0.35
H -1.3705 -1.0558 3.0649 -1.38
H -1.3549 1.8408 5.0885 0.35
H -2.1209 2.0396 3.4987 0.28
H -0.8246 3.1381 4.0018 0.43
H 0.6777 1.9206 0.8826 0.37
C 1.1586 -3.2214 -2.8574 -0.97
N 0.2625 -2.0905 -2.8569 0.51
C 0.2565 -1.2561 -4.0316 -0.75
C -0.4951 -1.8187 -1.7624 0.45
O -0.5369 -2.5798 -0.7843 -0.89
H 0.9850 -3.8274 -3.7538 0.36
H 0.9549 -3.8192 -1.9716 0.23
H 2.2048 -2.9028 -2.8375 0.18
H 1.2568 -0.8683 -4.2313 0.12
H -0.3837 -0.3952 -3.8635 0.05
H -0.0936 -1.8349 -4.8989 0.41
H -1.2342 -1.0278 -1.9497 -0.04
C 3.8820 -0.3196 -2.4268 -0.88
Si 2.9442 1.3458 -2.3780 -0.29
C 4.0540 2.5208 -1.3145 -1.11
C 3.2342 2.1242 -4.1071 -1.13
C 1.1963 1.1606 -2.0170 4.88
Si 0.0067 2.5126 -2.2225 0.03
C -0.3643 2.8794 -4.0781 -1.23
C -1.6880 2.1723 -1.4322 -0.67
C 0.5746 4.2550 -1.6439 -1.25
H 4.9726 -0.2185 -2.3923 0.37
H 3.6360 -0.8588 -3.3472 0.38
H 3.5715 -0.9484 -1.5882 0.10
H 5.1289 2.4227 -1.5068 0.30
H 3.8822 2.3756 -0.2442 0.13
H 3.7668 3.5532 -1.5391 0.36
H 4.2982 2.2018 -4.3581 0.29
H 2.8116 3.1348 -4.1247 0.23
H 2.7370 1.5510 -4.8948 0.26
H 0.9330 0.4523 -1.1742 -3.01
H -0.6736 1.9805 -4.6202 0.27
H 0.5368 3.2602 -4.5719 0.25
H -1.1539 3.6301 -4.2014 0.32
H -2.4497 1.9369 -2.1829 0.39
H -2.0537 3.0188 -0.8426 0.40
H -1.6159 1.3233 -0.7458 0.01
H 1.5488 4.4763 -2.0955 0.23
H 0.7082 4.2839 -0.5583 0.28
H -0.1162 5.0575 -1.9262 0.36
C 5.7802 -0.1558 1.1150 -0.95
C 4.6783 0.4268 1.9983 -0.78
N 3.3589 -0.0866 1.6695 0.83
C 3.0218 -1.3984 1.8101 0.07
S 1.9926 -2.1255 0.7306 -0.51
N 3.5698 -1.9975 2.9247 -0.19
C 3.1442 -3.3097 3.3877 -0.55
C 2.4172 -3.2327 4.7242 -0.96
H 6.7553 0.2600 1.3801 0.45
H 5.5743 0.0706 0.0699 -0.01
H 5.8112 -1.2403 1.2343 0.27
H 4.6372 1.5103 1.8900 0.59
H 4.9024 0.2196 3.0480 0.49
H 2.9037 0.3265 0.8604 -0.86
H 3.7316 -1.3376 3.6741 0.24
H 4.0286 -3.9502 3.4858 0.33
H 2.4972 -3.7320 2.6215 0.37
H 3.0765 -2.8381 5.5031 0.37
H 2.0833 -4.2245 5.0331 0.36
H 1.5460 -2.5829 4.6385 0.18
C -6.5201 -0.6305 1.7173 -2.05
C -5.1382 -0.1061 1.3268 2.62
C -4.4744 0.5800 2.5289 -1.74
C -5.3017 0.9864 0.2624 -1.89
P -3.8076 -1.3434 0.6193 -1.86
N -2.4436 -0.6899 0.5832 -0.02
C -3.9830 -2.9577 1.7060 2.83
C -5.2084 -3.8485 1.5036 -2.13
C -2.6990 -3.7580 1.4399 -2.05
C -3.9457 -2.5420 3.1821 -1.71
C -4.5300 -1.8547 -1.1395 3.16
C -3.7906 -3.1340 -1.5638 -1.89
C -4.0839 -0.7250 -2.0889 -1.81
C -6.0335 -2.0961 -1.2957 -2.25
H -7.1569 0.2145 2.0118 0.54
H -6.4764 -1.3138 2.5655 0.27
H -7.0156 -1.1462 0.8936 0.26
H -4.9575 1.5451 2.7279 0.63
H -3.4205 0.7522 2.2942 0.08
H -4.5405 -0.0109 3.4421 0.20
H -5.8050 1.8574 0.6994 0.67
H -5.8995 0.6548 -0.5864 0.22
H -4.3180 1.2995 -0.0953 0.19
H -5.2628 -4.2577 0.4969 0.29
H -6.1393 -3.3133 1.7067 0.23
H -5.1507 -4.6962 2.1995 0.54
H -2.7761 -4.3745 0.5432 0.29
H -2.4844 -4.4226 2.2862 0.54
H -1.8541 -3.0792 1.3065 0.21
H -4.8960 -2.1309 3.5230 0.28
H -3.1637 -1.8045 3.3502 0.02
H -3.7227 -3.4157 3.8061 0.68
H -2.7541 -3.1098 -1.2308 -0.02
H -3.7962 -3.2262 -2.6567 0.65
H -4.2630 -4.0341 -1.1673 0.26
H -3.2248 -0.2011 -1.6597 0.08
H -4.8746 0.0079 -2.2564 0.33
H -3.7897 -1.1215 -3.0670 0.51
H -6.4076 -2.8369 -0.5873 0.24
H -6.2298 -2.4749 -2.3079 0.57
H -6.6113 -1.1795 -1.1725 0.34

No. 4
121
Properties=species:S:1:pos:R:3:mulliken_charge:R:1 method="wB97M-V/def2-TZVPD" max_force_ev_per_a=3.0 spin_multiplicity=1 total_energy_ha=-3742.692027 lumo_ev=0.7 orbital_gap_ha=0.31973
Cu -0.7561 -1.6999 2.0877 -0.61
C -0.1332 -3.0547 4.7958 -1.19
C 0.5825 -1.7244 4.5519 -0.08
O 0.5879 -1.4980 3.1711 0.61
H 0.4018 -3.9235 4.4346 0.26
H -1.0640 -3.0098 4.2721 0.07
H -0.3647 -3.2723 5.8508 0.42
H 1.6200 -1.7941 4.9315 0.29
H 0.0579 -0.9038 5.1650 0.07
C 2.7916 2.0249 -1.9286 -2.41
C 1.7511 3.1244 -1.9057 1.96
C 1.9246 3.9473 -3.1989 -1.20
C 0.6521 4.7848 -3.4347 -0.61
C -0.6274 3.9561 -3.4262 -1.26
C -0.7762 3.1814 -2.1270 1.37
N 0.4496 2.4646 -1.9068 -0.24
O 0.3926 1.5262 -0.8628 1.61
C -1.3325 4.0458 -0.9165 -1.73
C -1.7982 2.1163 -2.4892 -1.22
C 2.0026 4.0148 -0.7130 -1.63
H 2.9448 1.6278 -0.9617 0.15
H 3.6984 2.5480 -2.2610 0.52
H 2.5713 1.1600 -2.5335 0.41
H 2.8297 4.5347 -3.0744 0.42
H 2.1540 3.2333 -4.0423 0.39
H 0.6623 5.2423 -4.4642 0.41
H 0.6752 5.5346 -2.6008 0.27
H -0.5526 3.1980 -4.2515 0.38
H -1.4184 4.6214 -3.6281 0.39
H -0.9385 5.0749 -0.9570 0.35
H -2.4183 4.1907 -0.9603 0.55
H -1.1594 3.5686 0.0751 -0.03
H -2.7866 2.5436 -2.6289 0.58
H -1.3403 1.6581 -3.4146 0.38
H -1.9026 1.3335 -1.7299 -0.50
H 1.6249 3.6505 0.2416 -0.08
H 1.6578 5.0522 -0.8090 0.36
H 3.0670 4.0726 -0.5003 0.52
H 0.2818 1.8765 0.0473 -0.51
C 3.9443 -2.3054 -3.4561 -0.94
O 3.2310 -2.5556 -2.2518 -0.05
C 4.1508 -2.3779 -1.1747 -0.66
C 3.5233 -2.6687 0.2469 -0.87
N 2.4590 -1.7104 0.6118 0.42
C 2.8809 -0.3103 0.8124 1.55
C 3.5785 -0.0459 2.1330 -0.53
O 4.8708 -0.6258 2.1660 -0.45
C 5.7742 0.0391 1.2821 -0.69
H 4.8001 -2.9901 -3.5977 0.35
H 4.3515 -1.2947 -3.4382 0.30
H 3.2370 -2.4667 -4.2776 0.27
H 4.6455 -1.4042 -1.2768 0.31
H 4.9861 -3.1492 -1.2858 0.34
H 4.3766 -2.5933 0.9070 0.66
H 3.0702 -3.6635 0.1640 0.42
H 2.0601 -2.0162 1.5140 -0.18
H 2.0984 0.3977 0.6723 -1.37
H 3.5798 -0.0917 0.0257 0.05
H 2.9169 -0.4413 2.9088 -0.26
H 3.6392 1.0363 2.2588 0.54
H 5.8593 1.0456 1.5267 0.43
H 5.6052 -0.1983 0.2282 0.11
H 6.7520 -0.2652 1.4655 0.32
C -3.7173 -2.4035 -3.3555 -1.10
O -2.6782 -1.6208 -2.8174 0.08
C -1.4304 -1.9572 -3.5493 -1.00
C -0.2605 -1.4894 -2.7509 0.47
N -0.0452 -2.1866 -1.5202 1.44
C 0.2704 -3.5621 -1.7675 -0.58
C 0.2694 -4.4032 -0.4983 -1.05
O -1.0387 -4.9020 -0.0594 -0.56
C -0.8852 -5.4484 1.2247 -0.58
H -4.6883 -2.1418 -2.9368 0.21
H -3.5766 -3.4389 -3.0795 0.43
H -3.8961 -2.2462 -4.4492 0.34
H -1.5270 -1.4967 -4.5699 0.44
H -1.5534 -3.0647 -3.7146 0.48
H -0.2251 -0.4166 -2.6007 -0.67
H 0.5757 -1.6432 -3.5105 -0.02
H 0.5935 -1.6825 -0.9217 -0.81
H 1.2660 -3.6543 -2.2173 0.18
H -0.5058 -4.1524 -2.3209 0.26
H 0.6861 -3.8865 0.3406 0.43
H 0.8643 -5.2998 -0.6277 0.67
H -1.6685 -6.1659 1.4119 0.25
H -0.9601 -4.5754 1.9348 -0.02
H 0.0688 -5.9011 1.3028 0.40
C -3.9106 -2.0430 1.8910 -1.85
C -3.3739 -1.3990 0.6787 1.14
C -3.3881 0.0831 0.8221 0.94
O -4.7383 0.5219 0.7306 -0.41
C -5.2511 0.7089 -0.5535 -0.32
N -1.9691 -1.8857 0.5975 1.11
H -3.8855 -3.2078 1.8462 0.30
H -4.9307 -1.6328 2.0264 0.52
H -3.4627 -1.7129 2.8239 0.17
H -3.8996 -1.8151 -0.2035 0.36
H -2.7848 0.6877 0.0469 -0.73
H -2.9221 0.2842 1.7937 -0.29
H -6.3480 0.9348 -0.4086 0.30
H -5.1672 -0.2621 -1.1353 0.05
H -4.7618 1.5038 -1.1241 0.14
H -1.5326 -1.7811 -0.3454 -0.71
H -2.0187 -2.8928 0.6550 0.38
C -0.2033 2.2352 4.7098 -1.79
C -0.6905 1.8659 3.3242 0.18
C -1.6248 2.8482 2.6726 0.32
O -2.7630 3.0176 3.5478 -0.43
C -3.8657 3.5226 2.8041 -0.52
N 0.3875 1.6619 2.3407 0.83
H -1.0429 2.5185 5.3661 0.32
H 0.4759 3.0540 4.5974 0.48
H 0.3484 1.4227 5.1724 0.35
H -1.2107 0.9527 3.4642 -0.16
H -1.9984 2.3956 1.6873 -0.58
H -1.1982 3.8356 2.3738 0.72
H -3.6156 4.4861 2.3290 0.28
H -4.6675 3.7444 3.5045 0.31
H -4.2635 2.7498 2.1042 0.06
H 1.1882 2.2270 2.5800 0.22
H 0.7477 0.7375 2.2703 -0.87